# 1
ORCA calculation (ωB97M-V with the def2-TZVPD basis set) on a structure of composition C15H29CuN7SSeSi.

```
55
Properties=species:S:1:pos:R:3:nbo_charge:R:1
Cu 1.527 -0.521 0.510 0.805
N 4.411 2.085 -1.449 -0.816
C 3.438 1.480 -0.685 0.288
S 3.698 -0.175 -0.251 -0.503
N 2.444 2.261 -0.332 -0.457
N 1.526 1.598 0.416 -0.290
C 0.720 2.263 1.140 0.015
C -0.177 1.502 2.016 0.179
C -1.287 2.093 2.610 -0.213
C -2.102 1.327 3.419 -0.158
C -1.786 -0.009 3.613 -0.265
C -0.660 -0.512 2.987 0.051
N 0.144 0.216 2.219 -0.473
H 4.996 1.454 -1.967 0.387
H 4.107 2.919 -1.927 0.381
H 0.708 3.351 1.144 0.175
H -1.520 3.128 2.396 0.216
H -2.989 1.756 3.867 0.210
H -2.406 -0.653 4.222 0.215
H -0.376 -1.553 3.108 0.189
C -5.895 1.381 0.161 -1.122
Si -4.773 -0.144 0.157 1.399
C -5.626 -1.395 -0.986 -1.124
C -4.963 -0.876 1.900 -1.123
Se -2.705 0.318 -0.430 -0.952
H -6.921 1.135 0.452 0.207
H -5.914 1.834 -0.833 0.229
H -5.506 2.130 0.855 0.224
H -6.663 -1.572 -0.680 0.208
H -5.102 -2.353 -0.986 0.218
H -5.625 -1.021 -2.012 0.229
H -6.013 -1.110 2.109 0.211
H -4.616 -0.162 2.650 0.219
H -4.379 -1.791 2.021 0.216
C 1.408 -5.101 0.740 -0.405
N 1.153 -3.998 -0.166 -0.457
C 2.362 -3.384 -0.677 -0.412
C 0.042 -3.197 0.053 0.625
N 0.115 -1.915 0.063 -0.879
N -1.124 -3.920 0.264 -0.464
C -2.296 -3.211 0.745 -0.433
C -1.451 -5.007 -0.643 -0.407
H 2.030 -4.779 1.587 0.181
H 1.942 -5.896 0.214 0.188
H 0.476 -5.500 1.130 0.216
H 2.951 -4.152 -1.184 0.184
H 2.972 -2.941 0.117 0.195
H 2.115 -2.593 -1.379 0.243
H -0.803 -1.461 0.007 0.419
H -2.793 -2.631 -0.039 0.225
H -2.018 -2.510 1.530 0.223
H -2.993 -3.944 1.156 0.191
H -0.547 -5.430 -1.071 0.216
H -2.091 -4.654 -1.461 0.190
H -1.990 -5.791 -0.105 0.186
```

Computed properties:
Energy relative to the best compared isomer or geometry (same formula, charge and spin) ... 0.0 kcal per mole
Charge ... -1
Spin multiplicity ... 1
LUMO energy ... 2.688 eV
Frontier orbital gap ... 0.2369 Ha

=====

# 2
ORCA calculation (ωB97M-V with the def2-TZVPD basis set) on a structure of composition C15H29IIrNO2P2.

```
51
Properties=species:S:1:pos:R:3:mulliken_charge:R:1
C 0.397 -1.096 -3.841 -1.070
C 0.435 0.012 -2.839 0.321
H 0.407 -0.627 -4.836 0.393
H -0.526 -1.689 -3.749 0.236
H 1.278 -1.748 -3.755 0.242
O 0.448 1.203 -3.158 -0.442
I 0.524 -1.395 1.944 0.528
Ir 0.410 -0.417 -0.837 2.215
P 2.760 -0.683 -0.733 0.742
C 3.581 0.849 -0.189 -1.082
C 3.381 -1.944 0.439 -1.478
H 4.414 -2.210 0.189 0.468
H 4.679 -1.107 -2.142 0.526
H 2.757 -2.839 0.375 0.434
H 3.243 -2.049 -2.666 0.393
H 3.253 1.113 0.815 -0.102
H 3.345 -1.560 1.466 0.418
C 3.591 -1.072 -2.306 -1.415
H 4.668 0.708 -0.151 0.549
H 3.361 -0.294 -3.045 0.380
H 3.338 1.674 -0.869 0.417
P -1.965 -0.506 -0.715 1.101
C -2.763 1.094 -0.288 -1.349
C -2.808 -0.896 -2.314 -1.387
H -2.034 -2.778 0.281 0.353
H -3.693 -2.027 0.160 0.409
H -2.512 -1.549 1.419 0.399
C -2.621 -1.857 0.367 -1.386
H -2.504 -1.895 -2.670 0.379
H -3.905 -0.876 -2.156 0.526
H -3.848 1.009 -0.243 0.543
H -2.427 1.848 -0.995 0.434
H -2.530 -0.128 -3.055 0.396
H -2.410 1.449 0.695 0.235
C 0.547 1.411 -0.644 -0.283
O 0.532 2.575 -0.581 -0.307
C 1.633 2.006 2.195 -1.304
C 0.194 1.530 2.165 0.840
C -0.498 1.815 3.344 -0.829
C -1.662 1.058 3.517 -0.654
C -2.038 0.283 2.462 0.188
C -3.607 0.184 2.487 -1.429
N -0.411 0.610 1.432 -0.142
H 2.362 1.211 2.457 0.297
H 1.656 2.724 3.037 0.553
H 2.007 2.599 1.344 0.409
H -0.089 2.525 4.047 0.560
H -2.255 1.177 4.434 0.529
H -3.894 -0.260 3.487 0.401
H -4.192 -0.396 1.735 0.363
H -4.010 1.235 2.484 0.483
```

Computed properties:
Energy relative to the best compared isomer or geometry (same formula, charge and spin) ... 170.3 kcal per mole
Charge ... +3
Spin multiplicity ... 6
LUMO energy (alpha / beta) ... -10.985 / -14.653 eV
⟨S²⟩ ... 8.7873
Frontier orbital gap (alpha / beta) ... 0.2477 / 0.1538 Ha

=====

# 3
ORCA calculation (ωB97M-V with the def2-TZVPD basis set) on a structure of composition C15H29N2O3PRu.

```
51
Properties=species:S:1:pos:R:3:nbo_charge:R:1
Ru -0.137 0.814 0.775 0.376
C -1.929 -0.281 0.934 0.582
O -2.886 -0.914 1.157 -0.269
C -0.377 2.668 1.159 0.492
O -0.574 3.780 1.465 -0.238
C 1.865 0.384 0.825 0.593
O 2.999 0.133 1.033 -0.274
C -1.700 0.464 -2.184 -0.435
P -0.038 0.103 -1.452 1.212
H 0.427 -1.495 -3.173 0.281
H -2.341 -0.305 -1.724 0.324
C 1.082 1.163 -2.516 -0.468
H 0.573 1.308 -3.487 0.284
C -1.724 0.359 -3.718 -0.637
H -1.269 -0.554 -4.120 0.256
H -1.189 1.212 -4.163 0.251
H -2.771 0.385 -4.069 0.340
C -2.233 1.834 -1.776 -0.625
H -1.705 2.637 -2.310 0.267
C 1.499 -2.394 -1.606 -0.624
H -2.122 2.028 -0.700 0.192
H -3.303 1.875 -2.042 0.330
C -1.004 -2.534 -1.999 -0.612
H 1.277 -3.260 -0.955 0.261
H 1.990 -2.807 -2.509 0.286
H 2.221 -1.787 -1.043 0.210
C 0.241 -1.635 -2.091 -0.545
H -0.715 -3.565 -2.263 0.297
H -1.798 -2.201 -2.682 0.236
H -1.441 -2.586 -0.992 0.214
C 2.471 0.541 -2.688 -0.610
H 2.945 0.456 -1.702 0.209
H 3.110 1.202 -3.292 0.325
H 2.493 -0.458 -3.134 0.254
C 1.275 2.529 -1.857 -0.623
H 0.328 3.017 -1.611 0.223
H 1.877 3.160 -2.528 0.323
H 1.828 2.441 -0.912 0.202
H 0.385 -4.146 1.121 0.018
H 0.278 -3.848 1.831 -0.017
C 1.032 -0.683 6.036 -0.420
N -0.027 -0.071 5.143 -0.088
C -1.033 0.699 5.949 -0.434
C 0.070 0.023 3.837 0.619
N 0.028 0.054 2.676 -0.333
H 0.641 -0.386 7.036 0.273
H 2.020 -0.231 5.844 0.307
H 1.119 -1.779 5.916 0.319
H -1.004 1.781 5.739 0.304
H -2.077 0.348 5.842 0.319
H -0.679 0.523 6.980 0.275
```

Computed properties:
Charge ... +4
Spin multiplicity ... 5
LUMO energy (alpha / beta) ... -14.584 / -18.468 eV
⟨S²⟩ ... 6.0454
Frontier orbital gap (alpha / beta) ... 0.3197 / 0.1703 Ha

=====

# 4
ORCA calculation (ωB97M-V with the def2-TZVPD basis set) on a cluster of 4 separate species, C15H30B3F3O9 in total.

```
60
Properties=species:S:1:pos:R:3:nbo_charge:R:1
F 6.589 -3.668 1.814 -0.344
C 6.131 -2.319 2.225 0.994
F 4.935 -2.489 3.081 -0.354
F 7.214 -1.764 3.121 -0.360
C 5.964 -1.241 1.000 -0.490
C 4.684 -1.508 0.009 -0.818
B 3.239 -0.964 0.572 1.203
O 2.019 -1.669 0.045 -0.917
B 1.425 -2.305 1.271 1.006
O 0.947 -1.335 2.309 -0.919
B 2.134 -0.468 2.625 1.008
O 3.022 0.106 1.565 -0.909
H 6.937 -1.362 0.320 0.254
H 5.993 -0.101 1.355 0.280
H 4.547 -2.630 -0.292 0.262
H 4.904 -0.895 -0.991 0.282
H 1.390 -3.489 1.414 -0.090
H 2.333 -0.320 3.797 -0.090
O -5.367 2.193 1.139 -0.598
C -4.457 1.561 1.674 0.805
O -3.736 0.669 0.961 -0.505
C -2.539 0.021 1.431 -0.067
C -2.875 -1.212 2.245 -0.640
C -4.188 1.704 3.142 -0.745
H -1.901 0.725 1.979 0.179
H -1.976 -0.277 0.540 0.203
H -3.450 -0.963 3.140 0.206
H -1.964 -1.732 2.553 0.228
H -3.491 -1.901 1.657 0.219
H -4.870 1.053 3.696 0.247
H -4.373 2.746 3.429 0.249
H -3.160 1.490 3.427 0.220
O -10.720 5.101 -2.000 -0.583
C -10.249 4.459 -1.062 0.795
O -8.920 4.231 -0.990 -0.506
C -8.247 3.661 0.148 -0.069
C -8.295 2.148 0.104 -0.636
C -11.148 3.844 -0.030 -0.744
H -8.647 4.067 1.084 0.170
H -7.203 3.991 0.089 0.214
H -9.321 1.774 0.146 0.195
H -7.735 1.718 0.939 0.234
H -7.864 1.780 -0.834 0.222
H -11.521 2.888 -0.405 0.245
H -11.994 4.520 0.140 0.245
H -10.675 3.702 0.939 0.217
O 7.376 0.583 -2.456 -0.582
C 7.641 -0.462 -3.049 0.796
O 7.223 -0.650 -4.320 -0.505
C 7.634 -1.741 -5.164 -0.069
C 6.776 -2.966 -4.921 -0.638
C 8.354 -1.579 -2.347 -0.747
H 8.704 -1.947 -5.047 0.178
H 7.495 -1.403 -6.198 0.204
H 6.873 -3.331 -3.895 0.207
H 7.055 -3.775 -5.603 0.222
H 5.718 -2.728 -5.072 0.223
H 7.628 -2.168 -1.781 0.240
H 9.084 -1.144 -1.654 0.251
H 8.919 -2.229 -3.012 0.223
```

Computed properties:
Energy relative to the best compared isomer or geometry (same formula, charge and spin) ... 103.6 kcal per mole
Charge ... 0
Spin multiplicity ... 1
LUMO energy ... -0.099 eV
SMILES string ... FC(F)(F)CCB1OBOBO1.CCOC(C)=O.CCOC(C)=O.CCOC(C)=O
Frontier orbital gap ... 0.3556 Ha

=====

# 5
ORCA calculation (ωB97M-V with the def2-TZVPD basis set) on a cluster of 9 separate species, C15H30Cl12O9 in total.

```
66
Properties=species:S:1:pos:R:3:nbo_charge:R:1
C -0.597 4.064 -4.044 -0.256
O -1.996 3.729 -4.029 -0.514
C -2.566 2.777 -3.244 1.002
O -3.787 2.564 -3.161 -0.615
O -1.591 2.100 -2.594 -0.547
C -1.867 1.275 -1.452 -0.258
H -0.105 3.869 -4.998 0.187
H -0.007 3.464 -3.351 0.198
H -0.483 5.138 -3.902 0.196
H -0.921 1.012 -0.981 0.190
H -2.394 0.402 -1.837 0.209
H -2.557 1.746 -0.752 0.201
C -3.248 -3.800 -3.102 -0.265
O -2.495 -4.137 -1.966 -0.476
C -2.316 -3.251 -1.037 0.991
O -2.677 -2.063 -1.005 -0.674
O -1.612 -3.876 -0.082 -0.512
C -1.726 -3.432 1.310 -0.262
H -2.674 -3.189 -3.798 0.176
H -4.180 -3.287 -2.866 0.205
H -3.597 -4.652 -3.685 0.207
H -1.602 -4.282 1.981 0.210
H -2.656 -2.932 1.580 0.199
H -0.944 -2.674 1.363 0.195
C -0.226 1.905 7.562 -0.264
O -0.559 1.425 6.319 -0.481
C -1.015 2.240 5.385 0.988
O -1.307 3.445 5.469 -0.643
O -1.094 1.497 4.274 -0.500
C -1.652 1.996 3.093 -0.262
H 0.460 2.750 7.518 0.192
H 0.133 1.158 8.271 0.202
H -1.058 2.316 8.133 0.185
H -2.734 2.114 3.030 0.189
H -1.343 1.432 2.213 0.199
H -1.193 2.971 2.932 0.194
C 2.279 -6.040 1.249 -0.378
Cl 1.443 -6.089 2.877 -0.056
Cl 4.003 -6.215 1.523 -0.007
H 1.977 -6.898 0.649 0.219
H 2.002 -5.175 0.646 0.223
C -0.142 -1.872 -3.959 -0.430
Cl 0.404 -0.235 -3.756 -0.015
Cl 1.194 -2.958 -3.890 0.000
H -0.798 -2.182 -3.146 0.222
H -0.638 -2.018 -4.919 0.228
C 0.666 -1.040 0.005 -0.391
Cl 1.248 -2.685 -0.178 -0.013
Cl 0.584 -0.570 1.800 -0.060
H 1.354 -0.403 -0.551 0.230
H -0.314 -0.981 -0.469 0.235
C 1.132 4.059 -0.413 -0.423
Cl 1.400 2.367 -0.175 -0.007
Cl -0.583 4.480 -0.497 -0.020
H 1.527 4.707 0.370 0.234
H 1.655 4.423 -1.297 0.225
C 3.547 0.625 -2.905 -0.404
Cl 4.448 2.110 -2.532 -0.040
Cl 3.845 -0.708 -1.788 -0.003
H 2.523 0.995 -2.855 0.220
H 3.717 0.344 -3.944 0.229
C 4.195 1.177 1.854 -0.372
Cl 5.724 0.340 1.576 -0.019
Cl 4.259 2.268 3.341 -0.064
H 4.157 1.896 1.035 0.220
H 3.375 0.461 1.800 0.231
```

Computed properties:
Energy relative to the best compared isomer or geometry (same formula, charge and spin) ... 51.3 kcal per mole
Charge ... 0
Spin multiplicity ... 1
LUMO energy ... 0.203 eV
SMILES string ... COC(=O)OC.COC(=O)OC.COC(=O)OC.ClCCl.ClCCl.ClCCl.ClCCl.ClCCl.ClCCl
Frontier orbital gap ... 0.4043 Ha

=====

For each record above, in turn, the calculated maximum force values are 0.169 8.837 8.778 4.769 3.790 eV/Å.